No. 1
Entry from the OMol25 dataset: a molecular structure, C29H35CeGeN5O6S in a non-equilibrium geometry (ωB97M-V/def2-TZVPD).

As for the molar mass: 794.4 Da. The value obtained for the relative energy (zero: lowest compared OMol25 entry of this formula, charge and spin) is 19.3 kcal per mole. The largest force on an atom is 1.17 eV Å⁻¹. The spin multiplicity is 1. Its frontier orbital gap (spin up / spin down) is 0.280 / 0.227 hartree.

Last column: Mulliken charge in e.
Positions of all 78 atoms, in Å:
Ce (-0.048, 1.007, 0.106)  -0.460
C (3.743, 1.198, -2.798)  -2.119
C (2.568, 1.647, -1.993)  0.888
N (2.308, 1.262, -0.801)  0.821
N (3.116, 0.341, -0.202)  -1.236
C (3.013, 0.390, 1.114)  0.273
N (3.702, -0.567, 1.770)  -0.372
S (2.127, 1.591, 2.029)  -0.387
C (1.660, 2.715, -2.495)  0.862
C (1.870, 3.313, -3.731)  -0.903
C (1.085, 4.398, -4.092)  -0.635
C (0.132, 4.856, -3.205)  -0.867
C (-0.037, 4.175, -2.007)  -0.324
N (0.685, 3.116, -1.658)  0.063
H (3.412, 0.645, -3.681)  0.350
H (4.376, 0.553, -2.197)  0.386
H (4.325, 2.054, -3.142)  0.593
H (3.981, -1.378, 1.242)  0.256
H (3.495, -0.692, 2.745)  0.263
H (2.639, 2.942, -4.391)  0.458
H (1.232, 4.884, -5.048)  0.427
H (-0.487, 5.714, -3.427)  0.465
H (-0.797, 4.492, -1.310)  0.518
C (-4.146, 0.573, -1.132)  -1.320
Ge (-2.844, 1.988, -1.403)  0.877
C (-3.706, 3.453, -2.368)  -1.254
C (-1.526, 1.319, -2.746)  -0.934
C (-1.888, 2.624, 0.198)  -0.890
H (-4.809, 0.573, -2.000)  0.419
H (-4.748, 0.740, -0.240)  0.380
H (-3.668, -0.398, -1.035)  0.358
H (-4.100, 3.051, -3.302)  0.373
H (-3.011, 4.257, -2.606)  0.307
H (-4.533, 3.871, -1.795)  0.422
H (-2.060, 0.640, -3.413)  0.577
H (-0.652, 0.742, -2.421)  0.098
H (-1.149, 2.166, -3.318)  0.334
H (-2.477, 2.401, 1.090)  0.729
H (-1.675, 3.688, 0.123)  0.474
C (2.871, -6.937, -0.295)  -1.571
C (2.287, -5.555, -0.231)  0.632
C (1.491, -5.162, 0.834)  -1.012
C (0.964, -3.880, 0.925)  0.960
C (0.091, -3.549, 2.106)  -1.435
C (1.230, -2.975, -0.114)  0.710
C (2.011, -3.351, -1.220)  0.642
C (2.328, -2.428, -2.366)  -1.178
C (2.539, -4.635, -1.241)  -1.067
C (0.729, -1.589, -0.032)  1.068
O (0.385, -0.949, -1.087)  -0.507
O (0.681, -0.965, 1.071)  -0.300
H (2.383, -7.606, 0.413)  0.369
H (3.937, -6.922, -0.057)  0.298
H (2.768, -7.362, -1.294)  0.374
H (1.262, -5.877, 1.616)  0.330
H (-0.162, -4.468, 2.635)  0.420
H (-0.840, -3.073, 1.805)  0.146
H (0.595, -2.879, 2.801)  0.290
H (1.430, -2.132, -2.905)  0.262
H (3.001, -2.935, -3.058)  0.374
H (2.812, -1.517, -2.010)  0.025
H (3.154, -4.928, -2.085)  0.363
O (-3.204, -1.727, 1.598)  -0.678
C (-2.528, -0.725, 1.705)  0.013
O (-1.841, -0.202, 0.717)  -0.157
C (-2.445, 0.017, 3.016)  0.300
C (-1.355, 0.801, 3.362)  0.566
C (-1.325, 1.497, 4.561)  -0.788
C (-2.417, 1.374, 5.399)  -0.019
C (-3.516, 0.592, 5.099)  -0.613
C (-3.517, -0.098, 3.898)  -0.668
N (-2.407, 2.116, 6.692)  1.009
O (-3.403, 2.049, 7.381)  -0.616
O (-1.464, 2.851, 6.903)  -0.603
H (-0.470, 0.884, 2.737)  0.192
H (-0.479, 2.103, 4.845)  0.565
H (-4.339, 0.530, 5.795)  0.510
H (-4.347, -0.733, 3.623)  0.525

---

No. 2
Entry from the OMol25 dataset: 8 unconnected molecules or ions with the total composition C29H35Cl4N7 in a non-equilibrium geometry (ωB97M-V/def2-TZVPD).

The SMILES is ClC(Cl)(Cl)Cl.c1cc[nH]c1.c1cc[nH]c1.c1cc[nH]c1.c1cc[nH]c1.c1cc[nH]c1.c1cc[nH]c1.c1cc[nH]c1. As for the molar mass: 623.5 Da. The value obtained for the relative energy (zero: lowest compared OMol25 entry of this formula, charge and spin) is 0.0 kcal per mole. The largest force on an atom is 1.07 eV Å⁻¹. The spin multiplicity is 1. Its frontier orbital gap is 0.296 hartree.

Last column: Mulliken charge in e.
Positions of all 75 atoms, in Å:
Cl (-2.534, -3.985, 2.429)  -0.073
C (-1.843, -4.040, 4.052)  0.310
Cl (-0.605, -2.810, 4.206)  -0.048
Cl (-3.108, -3.765, 5.244)  -0.106
Cl (-1.120, -5.636, 4.314)  -0.118
C (0.110, 2.401, -3.004)  -0.418
C (-0.559, 1.431, -3.808)  -0.327
C (0.297, 0.379, -3.986)  -0.872
N (1.467, 0.680, -3.330)  0.158
C (1.364, 1.907, -2.748)  -0.958
H (-0.328, 3.330, -2.683)  0.604
H (-1.580, 1.452, -4.148)  0.567
H (0.190, -0.570, -4.483)  0.442
H (2.303, 0.124, -3.351)  0.233
H (2.188, 2.385, -2.243)  0.453
C (-0.776, -4.189, -3.244)  -0.258
C (0.501, -3.728, -2.820)  -0.038
C (0.922, -4.582, -1.836)  -0.805
N (-0.030, -5.540, -1.671)  0.038
C (-1.085, -5.303, -2.515)  -0.802
H (-1.376, -3.725, -4.011)  0.422
H (0.953, -2.799, -3.120)  0.387
H (1.778, -4.519, -1.184)  0.428
H (-0.060, -6.217, -0.929)  0.238
H (-1.980, -5.900, -2.512)  0.414
C (3.105, 0.107, 4.884)  -0.942
C (3.014, -0.068, 3.475)  0.024
C (3.507, -1.311, 3.185)  -0.916
N (3.932, -1.875, 4.358)  -0.015
C (3.702, -1.009, 5.398)  -0.382
H (2.746, 0.950, 5.450)  0.389
H (2.610, 0.598, 2.731)  0.816
H (3.601, -1.820, 2.241)  0.431
H (4.456, -2.730, 4.416)  0.188
H (4.015, -1.301, 6.385)  0.434
C (-4.752, -1.334, -3.005)  -0.660
C (-3.966, -0.154, -3.131)  -0.598
C (-3.354, 0.036, -1.922)  -0.295
N (-3.662, -1.012, -1.106)  0.098
C (-4.538, -1.839, -1.748)  -0.603
H (-5.419, -1.756, -3.739)  0.419
H (-3.911, 0.548, -3.947)  0.476
H (-2.617, 0.764, -1.627)  0.532
H (-3.283, -1.165, -0.187)  0.227
H (-4.941, -2.747, -1.337)  0.435
C (3.925, 3.741, 1.177)  -1.019
C (2.618, 3.601, 0.638)  1.012
C (2.468, 4.548, -0.341)  -0.996
N (3.658, 5.218, -0.451)  -0.017
C (4.547, 4.732, 0.463)  -0.549
H (4.349, 3.206, 2.011)  0.476
H (1.871, 2.891, 0.948)  0.250
H (1.608, 4.789, -0.941)  0.431
H (3.804, 6.018, -1.040)  0.178
H (5.518, 5.156, 0.653)  0.380
C (-0.091, -1.841, 0.462)  -0.448
C (0.301, -0.859, 1.411)  -0.796
C (0.145, 0.360, 0.803)  -0.731
N (-0.234, 0.149, -0.486)  0.783
C (-0.405, -1.199, -0.710)  -1.107
H (-0.025, -2.908, 0.609)  0.813
H (0.571, -1.065, 2.430)  0.310
H (0.375, 1.350, 1.150)  0.300
H (-0.155, 0.814, -1.243)  0.036
H (-0.687, -1.530, -1.693)  0.735
C (-1.856, 3.214, 2.156)  -0.941
C (-1.175, 3.503, 0.953)  0.183
C (-2.084, 3.437, -0.067)  -0.819
N (-3.303, 3.137, 0.489)  0.052
C (-3.188, 3.045, 1.843)  -0.632
H (-1.510, 3.317, 3.172)  0.424
H (-0.168, 3.876, 0.861)  0.600
H (-2.009, 3.630, -1.123)  0.487
H (-4.174, 3.140, -0.012)  0.238
H (-4.031, 2.864, 2.486)  0.435

---

No. 3
Entry from the OMol25 dataset: a molecular structure, C29H35IKN5O4 (ωB97M-V/def2-TZVPD).

As for the molar mass: 683.6 Da. The value obtained for the relative energy (zero: lowest compared OMol25 entry of this formula, charge and spin) is 8.4 kcal per mole. As for the net charge: -2. The largest force on an atom is 0.82 eV Å⁻¹. The spin multiplicity is 1. Its frontier orbital gap is 0.186 hartree.

Last column: Mulliken charge in e.
Positions of all 75 atoms, in Å:
K (-0.028, 0.429, -0.071)  0.993
C (-0.135, -2.194, -2.108)  -0.946
N (-1.533, -1.969, -1.776)  1.382
C (-2.306, -1.500, -2.913)  -1.268
C (-2.112, -0.025, -3.290)  0.062
C (-1.111, 0.241, -4.435)  -1.100
N (0.175, 0.913, -4.211)  -0.636
C (0.381, 1.553, -3.133)  0.341
C (1.609, 2.353, -2.880)  0.153
C (2.532, 2.563, -3.901)  -0.410
C (3.644, 3.373, -3.737)  -0.660
C (3.815, 4.002, -2.493)  -0.312
C (2.925, 3.817, -1.459)  -0.624
C (1.786, 2.954, -1.587)  -0.203
O (1.003, 2.738, -0.603)  -0.632
C (-2.138, -3.130, -1.144)  -0.821
C (-3.271, -2.810, -0.170)  -1.070
C (-2.805, -2.186, 1.142)  -0.267
N (-2.533, -0.768, 0.957)  0.200
C (-2.658, -0.008, 1.967)  -0.581
C (-2.465, 1.454, 1.969)  1.137
C (-2.563, 2.111, 3.201)  -0.470
C (-2.432, 3.478, 3.345)  -0.823
C (-2.208, 4.233, 2.176)  -0.305
C (-2.126, 3.644, 0.941)  -0.670
C (-2.248, 2.220, 0.758)  0.197
O (-2.147, 1.700, -0.390)  -0.759
H (0.005, -3.065, -2.778)  0.352
H (0.459, -2.337, -1.201)  0.013
H (0.259, -1.321, -2.634)  0.132
H (-3.358, -1.662, -2.669)  0.457
H (-2.097, -2.138, -3.798)  0.438
H (-1.906, 0.537, -2.378)  -0.043
H (-3.087, 0.362, -3.602)  0.421
H (-1.607, 0.825, -5.217)  0.341
H (-0.883, -0.718, -4.915)  0.404
H (-0.357, 1.607, -2.329)  0.409
H (2.338, 2.068, -4.848)  0.405
H (4.353, 3.519, -4.542)  0.342
H (4.672, 4.653, -2.332)  0.328
H (3.068, 4.297, -0.497)  0.359
H (-1.346, -3.660, -0.604)  0.172
H (-2.505, -3.833, -1.918)  0.318
H (-3.807, -3.743, 0.043)  0.446
H (-3.991, -2.141, -0.654)  0.325
H (-1.872, -2.676, 1.441)  -0.168
H (-3.538, -2.356, 1.944)  0.588
H (-2.957, -0.434, 2.941)  0.128
H (-2.741, 1.492, 4.079)  0.238
H (-2.497, 3.949, 4.317)  0.349
H (-2.083, 5.310, 2.248)  0.317
H (-1.919, 4.218, 0.046)  0.323
N (1.045, 1.470, 2.319)  -0.112
C (2.517, 1.399, 2.434)  -0.826
C (3.136, 0.715, 1.212)  0.124
C (2.762, -0.777, 1.118)  0.116
O (3.353, -1.560, 1.899)  -0.770
O (1.880, -1.088, 0.266)  -0.670
H (0.832, 2.030, 1.491)  -0.310
H (0.633, 1.989, 3.084)  0.231
H (2.770, 0.810, 3.319)  0.358
H (2.963, 2.394, 2.553)  0.446
H (4.225, 0.751, 1.302)  0.461
H (2.835, 1.255, 0.311)  -0.191
I (2.806, -6.627, 2.030)  0.005
C (1.955, -4.810, 2.549)  -0.259
C (2.371, -4.139, 3.691)  -0.145
C (1.785, -2.922, 3.973)  -0.725
C (0.809, -2.433, 3.116)  -0.132
N (0.405, -3.081, 2.032)  -0.004
C (0.976, -4.244, 1.743)  -0.249
H (3.151, -4.548, 4.321)  0.355
H (2.101, -2.328, 4.821)  0.355
H (0.370, -1.454, 3.289)  0.304
H (0.664, -4.742, 0.830)  0.337